# 1
Computed, not measured: C33H61BiI2N6O8P2S4SbSi as an isolated structure in a non-equilibrium geometry, with the ωB97M-V functional and the def2-TZVPD basis.

Values from the calculation:
Relative energy (zero: lowest compared OMol25 entry of this formula, charge and spin) ... 290.45 kJ/mol
Calculated total energy ... -158918.6776 eV

Geometry as ORCA input:
```
! RIJCOSX wB97M-V def2-TZVPD def2/J DEFGRID3
* xyz -1 1
Bi 0.962 0.403 0.101
C 3.641 -0.776 -4.798
N 3.381 -1.513 -3.572
C 4.560 -1.786 -2.745
P 1.937 -1.938 -2.963
O 1.655 -1.489 -1.583
O 0.911 -1.359 -4.118
P -0.027 -0.048 -4.260
O 0.178 0.975 -3.231
N 0.256 0.509 -5.780
C 0.164 -0.387 -6.922
C 0.984 1.750 -5.995
N -1.533 -0.742 -4.358
C -2.580 0.291 -4.405
C -1.848 -1.780 -3.373
N 1.731 -3.559 -3.104
C 1.129 -4.341 -2.026
C 2.370 -4.327 -4.158
H 4.278 -1.369 -5.466
H 4.156 0.161 -4.568
H 2.710 -0.555 -5.313
H 5.214 -2.513 -3.240
H 4.260 -2.187 -1.774
H 5.119 -0.864 -2.576
H -0.353 -1.298 -6.626
H 1.157 -0.650 -7.303
H -0.399 0.088 -7.730
H 1.019 2.309 -5.062
H 0.474 2.352 -6.753
H 2.011 1.567 -6.328
H -2.315 1.047 -5.144
H -2.710 0.785 -3.436
H -3.522 -0.176 -4.697
H -1.036 -2.504 -3.325
H -2.754 -2.293 -3.700
H -2.011 -1.365 -2.375
H 0.819 -3.678 -1.221
H 1.850 -5.054 -1.617
H 0.255 -4.894 -2.389
H 2.930 -3.658 -4.812
H 1.626 -4.860 -4.757
H 3.060 -5.060 -3.731
S 5.436 0.348 1.736
Sb 3.693 -0.712 2.739
S 3.334 -2.683 1.137
S 1.740 0.949 2.357
S 4.066 -4.083 2.352
O -1.025 3.038 -0.387
N -0.014 2.641 0.089
I 3.044 1.446 -1.325
I 5.333 2.814 -2.521
N 0.936 3.434 0.448
C 1.108 4.487 1.169
C 2.467 5.054 1.056
C 3.567 4.200 0.956
C 4.839 4.719 0.783
C 5.017 6.094 0.700
C 3.925 6.951 0.806
C 2.653 6.438 0.987
C 0.169 4.999 2.183
C -1.220 4.919 2.040
C -2.052 5.319 3.074
C -1.515 5.790 4.264
C -0.138 5.902 4.403
C 0.698 5.523 3.368
H 3.431 3.128 1.064
H 5.676 4.036 0.697
H 6.010 6.504 0.553
H 4.066 8.023 0.730
H 1.798 7.101 1.060
H -1.641 4.549 1.119
H -3.126 5.266 2.947
H -2.168 6.064 5.084
H 0.285 6.283 5.323
H 1.771 5.596 3.483
C -2.868 1.606 1.671
C -3.638 0.483 2.350
C -3.491 0.608 3.865
C -5.110 0.533 1.962
O -3.149 -0.782 1.924
Si -1.632 -1.402 1.750
O -0.877 -0.744 0.470
O -0.696 -1.182 3.070
C -0.456 -1.972 4.249
C -1.765 -2.494 4.844
C 0.450 -3.146 3.888
C 0.224 -1.048 5.247
O -1.858 -3.033 1.624
C -2.929 -3.899 1.241
C -2.349 -5.307 1.249
C -3.421 -3.549 -0.157
C -4.103 -3.823 2.225
H -3.296 2.582 1.917
H -2.875 1.475 0.589
H -1.825 1.587 2.007
H -3.842 1.585 4.208
H -2.437 0.498 4.134
H -4.067 -0.174 4.365
H -5.550 1.484 2.273
H -5.653 -0.281 2.446
H -5.218 0.430 0.880
H -2.278 -3.111 4.106
H -2.417 -1.667 5.129
H -1.554 -3.098 5.729
H 0.006 -3.705 3.065
H 0.588 -3.811 4.744
H 1.432 -2.794 3.567
H -0.464 -0.253 5.553
H 1.090 -0.571 4.791
H 0.547 -1.608 6.129
H -1.515 -5.373 0.546
H -3.114 -6.035 0.964
H -1.979 -5.554 2.246
H -2.591 -3.627 -0.856
H -3.808 -2.527 -0.164
H -4.210 -4.240 -0.465
H -3.819 -4.216 3.204
H -4.942 -4.412 1.845
H -4.415 -2.787 2.336
*
```



# 2
Computed, not measured: C33H62As3N6Zn as an isolated structure, with the ωB97M-V functional and the def2-TZVPD basis.

Values from the calculation:
Calculated total energy ... -275098.5172 eV

Geometry as ORCA input:
```
! RIJCOSX wB97M-V def2-TZVPD def2/J DEFGRID3
* xyz 1 1
Zn 0.340 -0.067 0.102
C 4.914 1.475 0.821
N 4.263 1.815 -0.431
C 5.143 2.024 -1.566
C 2.939 1.519 -0.571
N 2.220 0.920 0.307
N 2.354 1.982 -1.741
C 1.027 2.001 -2.086
N 0.764 2.686 -3.230
N 0.112 1.439 -1.381
H 5.868 1.996 0.867
H 5.095 0.400 0.917
H 4.311 1.820 1.664
H 6.125 2.305 -1.195
H 4.811 2.840 -2.211
H 5.255 1.112 -2.161
H 2.747 0.587 1.104
H 2.965 2.468 -2.379
H 1.492 3.059 -3.817
H -0.158 2.636 -3.629
H -0.816 1.568 -1.773
C -3.866 -1.464 0.407
As -2.603 -0.079 -0.196
C -3.289 -0.024 -2.056
C -3.583 1.576 0.342
C -3.428 2.114 1.766
C -3.581 0.957 2.758
C -2.080 2.798 1.984
As -0.437 1.691 2.119
C -0.391 1.441 4.075
C 0.771 3.245 2.094
C -4.555 3.129 2.039
As -4.747 4.950 1.190
C -3.439 5.945 2.288
C -3.661 4.977 -0.477
H -4.901 -1.133 0.300
H -3.687 -1.748 1.443
H -3.723 -2.352 -0.210
H -4.347 0.241 -2.060
H -3.170 -1.006 -2.511
H -2.752 0.698 -2.671
H -4.644 1.359 0.166
H -3.290 2.351 -0.375
H -2.777 0.229 2.595
H -4.543 0.464 2.616
H -3.528 1.314 3.786
H -2.130 3.382 2.910
H -1.891 3.490 1.160
H -0.788 2.316 4.595
H 0.644 1.295 4.383
H -0.959 0.559 4.368
H 0.414 4.027 2.766
H 0.835 3.647 1.083
H 1.771 2.951 2.407
H -4.572 3.362 3.110
H -5.509 2.632 1.833
H -3.628 5.770 3.345
H -3.568 7.010 2.100
H -2.407 5.682 2.062
H -4.104 4.360 -1.258
H -2.619 4.695 -0.337
H -3.682 6.009 -0.827
C 2.009 -6.113 2.246
C 1.692 -4.647 2.257
C 1.688 -3.923 3.435
C 1.383 -2.569 3.397
C 1.342 -1.790 4.680
C 1.111 -1.966 2.184
C 1.114 -2.653 0.951
C 1.403 -4.024 1.052
N 0.818 -1.923 -0.174
C 0.909 -2.344 -1.579
C 1.235 -3.810 -1.897
C 1.268 -4.057 -3.409
C 2.330 -3.182 -4.070
C 2.004 -1.719 -3.784
C 0.639 -1.387 -4.384
C -0.422 -2.279 -3.744
C -0.093 -3.742 -4.023
C -0.442 -2.029 -2.239
C 1.995 -1.496 -2.271
H 2.147 -6.493 3.256
H 2.924 -6.295 1.682
H 1.209 -6.676 1.769
H 1.911 -4.401 4.376
H 1.809 -2.358 5.482
H 0.310 -1.596 4.972
H 1.861 -0.837 4.582
H 0.873 -0.899 2.175
H 1.400 -4.674 0.205
H 0.470 -4.456 -1.468
H 2.216 -4.065 -1.493
H 1.510 -5.113 -3.576
H 2.345 -3.365 -5.146
H 3.319 -3.424 -3.674
H 2.769 -1.073 -4.238
H 0.663 -1.555 -5.464
H 0.392 -0.336 -4.213
H -1.403 -2.039 -4.168
H -0.063 -3.923 -5.099
H -0.863 -4.387 -3.595
H -1.208 -2.644 -1.757
H -0.674 -0.976 -2.054
H 1.804 -0.448 -2.055
H 2.968 -1.763 -1.849
*
```